A structure of composition C44H52AsF6MoN3O4SSeSi. Source: the Open Molecules 2025 dataset; level of theory: ωB97M-V/def2-TZVPD.

Summary:
⟨S²⟩: 3.783
energy above the lowest of the compared OMol25 structures with the same formula, charge and spin: 0.151 eV
HOMO (spin up / spin down): -5.196 / -5.952 eV
spin multiplicity: 4
net charge: -1
total energy: -8165.683735 Eh
LUMO (spin up / spin down): 0.032 / 0.010 Eh

```
114
Properties=species:S:1:pos:R:3:forces:R:3
Mo 0.27662 -0.30779 0.79048 0.332 0.014 0.616
C -4.09728 -0.68017 5.73539 0.115 -0.080 -0.032
Si -2.37367 -1.36830 5.43044 -0.075 0.068 0.054
C -1.51407 -1.59916 7.09057 -0.048 0.048 -0.123
C -2.42508 -2.99456 4.52689 0.042 0.088 -0.010
C -1.35473 -0.04317 4.53560 -0.034 -0.150 0.075
C -0.75716 0.98484 5.25331 0.049 0.008 -0.065
C 0.13811 1.87493 4.66486 -0.026 -0.020 -0.022
C 0.49587 1.66186 3.35420 0.013 0.067 0.061
N -0.08346 0.70319 2.63131 -0.107 0.214 0.422
C -1.03370 -0.08994 3.17550 -0.119 0.119 -0.241
S -1.72278 -1.10895 1.94980 0.177 -0.088 -0.141
H -4.63794 -1.29376 6.45551 -0.058 -0.071 0.060
H -4.67673 -0.65996 4.81345 -0.032 0.018 -0.096
H -4.04958 0.33597 6.12716 0.015 0.071 0.039
H -1.94666 -2.44290 7.62760 -0.056 -0.068 0.031
H -1.60117 -0.72180 7.73182 -0.002 0.064 0.038
H -0.45387 -1.80453 6.94208 0.064 -0.024 -0.006
H -2.77076 -3.77693 5.20416 -0.035 -0.043 0.079
H -1.43721 -3.27987 4.16136 0.026 -0.018 -0.006
H -3.08226 -2.98229 3.65839 -0.019 -0.014 -0.011
H -0.97449 1.08859 6.30873 -0.008 0.016 0.091
H 0.59839 2.67338 5.22636 0.023 0.016 0.032
H 1.25291 2.25407 2.86287 0.015 -0.008 -0.002
C -2.35200 -0.61698 -3.74145 0.034 -0.164 0.025
C -2.23255 -1.69238 -2.65672 -0.056 0.046 0.044
C -2.62731 -1.14171 -1.29059 -0.005 -0.176 -0.004
C -0.92192 -2.47232 -2.69147 0.005 0.049 -0.040
C -0.91924 -3.59292 -3.51326 0.065 -0.029 -0.013
C 0.15341 -4.46306 -3.56208 0.002 0.029 -0.004
C 1.23628 -4.25180 -2.73150 -0.027 -0.006 0.007
C 1.29183 -3.14401 -1.89478 -0.026 0.056 -0.054
C 2.47485 -2.97860 -0.97111 -0.006 0.088 0.066
C 3.77977 -2.77512 -1.74157 -0.048 -0.003 0.044
C 2.56689 -4.17004 -0.01572 0.013 0.031 0.004
C 0.23491 -2.23267 -1.93566 0.082 -0.078 -0.050
N 0.38038 -0.96862 -1.24069 -0.088 0.184 -0.438
C 0.69225 0.04323 -2.01381 -0.227 -0.273 0.080
C 0.55876 1.39440 -1.49344 -0.161 -0.140 -0.029
N 0.17078 1.54255 -0.24256 0.141 -0.007 -0.326
C 0.21430 2.89423 0.27054 0.023 -0.026 0.087
C 1.47397 3.47631 0.50619 0.076 0.006 0.045
C 1.51633 4.75337 1.05739 -0.018 0.071 0.003
C 0.36678 5.45364 1.35665 0.023 -0.025 -0.017
C -0.85743 4.88667 1.06164 0.009 -0.002 0.022
C -0.96796 3.61696 0.50271 -0.041 0.066 0.002
C -2.37710 3.18747 0.13163 -0.052 -0.042 -0.040
C -2.54754 2.93534 -1.36730 -0.005 0.048 0.042
C -2.90911 2.02835 0.96254 0.095 -0.052 0.006
C 2.81565 2.82665 0.19634 0.023 -0.112 -0.066
C 3.61555 3.64984 -0.81985 -0.050 0.001 0.004
C 3.65836 2.64101 1.46169 -0.077 -0.036 0.007
C 0.78735 2.33187 -2.59558 0.026 0.113 -0.027
C 0.68341 3.69088 -2.76566 0.041 -0.122 0.065
C 0.95214 4.23334 -4.04409 0.012 -0.031 -0.025
C 1.31382 3.45338 -5.11389 -0.001 -0.026 0.027
C 1.40715 2.04549 -4.97351 0.014 0.012 -0.019
C 1.73959 1.10344 -5.98093 0.000 -0.041 0.031
C 1.75845 -0.23792 -5.69469 0.003 0.063 -0.032
C 1.42766 -0.75064 -4.41575 -0.102 0.116 0.120
C 1.10116 0.14139 -3.42678 -0.027 -0.040 -0.071
C 1.12613 1.52837 -3.71418 -0.045 -0.062 0.026
H -3.37535 -0.24063 -3.77534 -0.054 0.020 -0.001
H -2.09920 -1.01241 -4.72567 0.022 -0.022 -0.055
H -1.70079 0.23110 -3.54744 0.180 0.186 0.062
H -2.97940 -2.45816 -2.88793 0.050 0.073 0.017
H -2.06515 -0.24550 -1.02721 0.027 0.067 -0.025
H -2.48538 -1.89601 -0.51439 -0.044 0.145 -0.151
H -3.68312 -0.86808 -1.30163 -0.067 0.046 0.001
H -1.81041 -3.80792 -4.08941 -0.029 -0.019 -0.004
H 0.11588 -5.33502 -4.20031 -0.002 -0.044 -0.023
H 2.04582 -4.96807 -2.70626 0.045 -0.036 -0.009
H 2.32271 -2.08024 -0.37343 -0.003 -0.069 -0.053
H 4.02664 -3.65977 -2.33284 0.011 -0.019 -0.027
H 4.59150 -2.59313 -1.03798 0.055 0.004 0.030
H 3.71335 -1.92111 -2.41940 0.004 0.032 -0.022
H 2.83821 -5.07903 -0.55562 -0.006 -0.057 -0.040
H 1.61223 -4.34311 0.48040 -0.025 0.011 0.016
H 3.32384 -3.97071 0.74082 0.004 -0.023 -0.004
H 2.47931 5.20542 1.25071 0.048 0.005 0.022
H 0.42243 6.43978 1.79630 0.003 0.053 0.022
H -1.76526 5.44120 1.25959 -0.038 0.030 -0.002
H -2.99751 4.05819 0.36699 0.008 -0.034 -0.008
H -1.93567 2.10741 -1.71503 0.014 -0.103 -0.020
H -2.28302 3.82034 -1.94838 0.021 0.010 -0.022
H -3.58634 2.68473 -1.58231 -0.063 -0.011 -0.017
H -2.45376 1.08209 0.67740 -0.030 0.049 0.035
H -3.98583 1.92990 0.82201 -0.057 -0.027 -0.027
H -2.71688 2.18161 2.02600 -0.001 -0.004 0.024
H 2.64995 1.83442 -0.22185 0.057 0.151 0.037
H 3.85334 4.63985 -0.42705 0.025 0.046 0.009
H 3.08513 3.77874 -1.76172 -0.027 0.010 -0.024
H 4.55776 3.14327 -1.02944 0.039 -0.019 -0.018
H 3.81194 3.59016 1.97823 0.037 0.061 0.006
H 4.63732 2.24645 1.18970 0.047 -0.040 0.000
H 3.21162 1.93219 2.15613 0.017 0.060 0.002
H 0.42097 4.34837 -1.94889 -0.012 0.016 0.025
H 0.87611 5.30384 -4.17391 -0.004 0.055 -0.005
H 1.52003 3.91035 -6.07251 0.013 0.024 -0.055
H 1.97377 1.44860 -6.97932 0.018 0.019 -0.049
H 2.01630 -0.94046 -6.47555 0.005 -0.020 -0.023
H 1.42003 -1.81736 -4.24884 -0.019 -0.090 0.033
O 3.90936 -1.98458 1.90541 0.016 -0.002 -0.112
Se 2.68224 -1.00085 2.18398 0.342 -0.111 0.221
O 2.80950 -0.09519 3.50416 -0.014 0.025 0.031
O 1.16485 -1.73621 2.08447 -0.042 0.023 -0.246
O 2.35305 0.00894 0.84427 -0.403 -0.006 0.015
F -1.07117 -3.49964 0.27892 -0.167 -0.271 0.028
As -2.15541 -4.88588 0.24934 0.044 -0.127 -0.008
F -3.36921 -3.94044 1.08027 0.168 -0.079 -0.106
F -2.80094 -4.31517 -1.28161 0.034 -0.154 0.271
F -1.50951 -5.41725 1.77377 -0.102 0.079 -0.195
F -0.93631 -5.79303 -0.60500 -0.189 0.123 0.100
F -3.23461 -6.25410 0.20085 0.171 0.247 -0.003
```
Positions in Å, forces in eV/Å.

Atomic partial charges in e from the Mulliken method, atoms 1 to 99: 0.210 -1.136 0.175 -1.193 -0.954 0.165 -0.178 -1.865 -0.025 1.142 0.738 -0.916 0.352 0.297 0.344 0.378 0.333 0.344 0.487 0.277 0.232 0.304 0.441 0.115 -1.640 -0.185 -0.238 1.699 -0.470 -1.561 -0.330 0.471 2.561 -1.779 -1.706 -1.416 2.486 0.094 -0.511 1.939 -0.790 1.476 -0.535 -1.584 -1.128 0.890 0.305 -1.014 -1.263 1.463 -1.713 -1.588 0.698 0.397 -1.125 -1.044 1.007 -0.982 -1.309 0.422 0.300 -1.150 0.450 0.350 0.153 0.768 -0.310 -0.615 0.512 0.446 0.370 0.317 -1.392 0.362 0.444 0.326 0.452 0.212 0.488 0.371 0.404 0.400 0.563 -0.127 0.302 0.519 -0.146 0.520 0.276 -0.848 0.337 0.239 0.480 0.229 0.473 0.436 0.576 0.462 0.413

***

A structure of composition C32H35N6OPdS2. Source: the Open Molecules 2025 dataset; level of theory: ωB97M-V/def2-TZVPD.

Summary:
⟨S²⟩: 6.070
energy above the lowest of the compared OMol25 structures with the same formula, charge and spin: 0.196 eV
HOMO (spin up / spin down): -10.714 / -10.792 eV
spin multiplicity: 5
net charge: +1
total energy: -2568.212370 Eh
LUMO (spin up / spin down): -0.083 / -0.144 Eh

```
77
Properties=species:S:1:pos:R:3:forces:R:3
Pd 0.52970 -0.57758 0.26984 0.737 -0.976 0.128
O 3.90950 1.95001 0.46436 -0.165 -0.090 0.082
C 3.04860 1.11598 0.18856 0.047 0.036 0.104
N 2.17198 0.54324 1.01592 0.011 0.401 -0.224
C 2.19925 0.97764 2.38451 -0.094 -0.125 0.002
C 1.19680 0.21271 3.20608 0.082 -0.122 -0.009
C 1.07975 0.44121 4.57345 0.107 0.033 0.199
C 0.13528 -0.25527 5.30115 0.047 0.052 0.041
C -0.67804 -1.17892 4.65082 -0.052 -0.023 0.157
C -0.50517 -1.35258 3.29867 0.196 -0.065 -0.197
N 0.41160 -0.67369 2.58948 -0.310 -0.132 0.028
C 2.98413 0.55128 -1.20980 -0.170 -0.132 0.028
C 3.92922 0.91111 -2.15080 0.163 0.022 -0.181
C 3.91803 0.27560 -3.38155 0.119 0.073 -0.046
C 2.96876 -0.70689 -3.62977 0.050 -0.033 -0.151
C 2.04073 -0.98742 -2.64754 -0.102 0.125 0.239
N 2.04359 -0.36166 -1.46439 -0.453 -0.038 -0.451
H 2.00058 2.05012 2.48131 0.002 0.016 0.046
H 3.19488 0.83453 2.80886 0.152 -0.026 0.111
H 1.73419 1.16948 5.04824 -0.126 -0.139 -0.070
H 0.02921 -0.08540 6.36570 0.009 -0.001 -0.041
H -1.42736 -1.75212 5.18580 0.095 0.080 -0.063
H -1.10844 -2.06426 2.74235 0.078 0.099 0.028
H 4.65619 1.66613 -1.88165 -0.022 -0.037 -0.013
H 4.65101 0.53365 -4.13865 -0.067 -0.028 0.069
H 2.94168 -1.24310 -4.57198 -0.003 0.072 0.103
H 1.26826 -1.73379 -2.80120 0.000 0.036 0.032
C -3.19170 -1.07685 0.66940 0.019 -0.201 -0.096
C -2.38260 -2.25630 0.21582 0.050 0.050 -0.050
N -1.07867 -2.29889 0.14842 0.244 0.153 -0.200
C -0.60880 -3.53992 -0.25909 0.326 0.485 0.167
C -1.58140 -4.43446 -0.52894 -0.251 -0.383 -0.116
S -3.11150 -3.72978 -0.25172 -0.263 -0.156 -0.019
C 0.84574 -3.76252 -0.29674 -0.208 0.527 0.181
C 1.49053 -4.88237 -0.68872 0.063 -0.412 -0.184
S 3.17055 -4.67917 -0.47923 0.201 -0.109 -0.047
C 2.93076 -3.08642 0.11769 -0.029 -0.001 0.008
N 1.67306 -2.74740 0.15177 -0.209 0.034 0.180
C 4.07606 -2.21429 0.53225 -0.100 -0.140 -0.078
H -2.53332 -0.25111 0.91550 0.030 -0.021 0.035
H -3.77850 -1.33278 1.55298 0.008 -0.035 -0.019
H -3.88727 -0.75076 -0.10837 0.080 -0.023 0.028
H -1.48065 -5.46327 -0.85188 -0.034 0.200 0.072
H 1.07380 -5.80415 -1.07838 0.093 0.204 0.106
H 4.74349 -2.74599 1.21040 -0.023 -0.016 -0.015
H 3.68803 -1.32814 1.02593 -0.035 0.014 0.016
H 4.66241 -1.90549 -0.33679 -0.054 -0.012 0.017
C 0.09212 3.38460 1.17139 -0.216 0.088 -0.105
C -1.36524 2.99658 1.47533 0.156 -0.193 -0.147
C -1.45028 1.85002 2.48653 -0.226 0.230 0.030
C -2.17284 2.72222 0.21648 0.326 -0.158 -0.065
C -3.30890 3.45984 -0.01031 -0.234 0.008 -0.103
C -4.09265 3.29077 -1.15202 0.030 -0.005 0.044
C -3.67672 2.42045 -2.15980 -0.089 0.267 0.029
C -2.52974 1.67392 -2.05171 0.240 -0.126 0.267
C -2.08185 0.88769 -3.26816 0.157 -0.230 0.240
C -2.09695 -0.63484 -3.05484 -0.032 0.115 -0.105
C -0.72753 1.38469 -3.78114 -0.106 0.096 -0.130
C -1.79202 1.72354 -0.78282 -0.036 -0.275 -0.143
N -0.86045 0.84483 -0.48786 -0.237 0.927 -0.042
H 0.58257 3.75415 2.07628 -0.101 -0.015 -0.062
H 0.13868 4.17700 0.41800 -0.009 -0.072 0.099
H 0.66376 2.53407 0.80285 -0.019 -0.023 -0.073
H -1.84226 3.85932 1.93538 -0.058 0.147 0.018
H -1.00240 0.94536 2.09232 -0.097 0.093 -0.075
H -2.49026 1.63553 2.75194 0.067 0.037 -0.013
H -0.91374 2.11367 3.40385 -0.084 -0.005 -0.113
H -3.60216 4.19043 0.73294 -0.024 0.014 -0.009
H -5.00396 3.86480 -1.27380 0.086 -0.026 0.003
H -4.24553 2.36112 -3.08201 0.013 0.012 0.089
H -2.81125 1.11845 -4.04319 -0.121 -0.041 -0.037
H -1.34267 -0.93182 -2.32631 0.063 -0.044 0.089
H -1.87620 -1.14773 -3.99786 -0.031 0.084 0.134
H -3.07596 -0.98205 -2.70330 0.145 0.070 -0.047
H 0.05103 1.22666 -3.04403 0.235 -0.076 0.197
H -0.75990 2.45611 -4.00808 -0.021 -0.174 0.027
H -0.45068 0.85068 -4.69409 -0.015 0.038 0.066
```
Positions in Å, forces in eV/Å.

Partial charges, natural (NBO), in e: 1.223 -0.644 0.598 -0.694 -0.289 0.259 -0.244 -0.134 -0.260 0.053 -0.513 0.133 -0.208 -0.146 -0.241 0.035 -0.470 0.224 0.229 0.235 0.232 0.235 0.203 0.263 0.233 0.234 0.206 -0.663 0.081 -0.535 0.175 -0.447 0.502 0.062 -0.427 0.492 0.096 -0.486 -0.665 0.244 0.245 0.246 0.260 0.256 0.243 0.258 0.243 -0.606 -0.243 -0.604 0.034 -0.224 -0.131 -0.225 0.028 -0.255 -0.592 -0.600 0.102 -0.278 0.216 0.222 0.212 0.212 0.201 0.212 0.219 0.227 0.228 0.226 0.213 0.198 0.220 0.209 0.206 0.222 0.217

***

A cluster of 2 separate species, C4H8O2 in total. Source: the Open Molecules 2025 dataset; level of theory: ωB97M-V/def2-TZVPD.

Summary:
energy above the lowest of the compared OMol25 structures with the same formula, charge and spin: 2.489 eV
HOMO: -10.029 eV
total energy: -307.620965 Eh
LUMO: 0.021 Eh
structure (SMILES): O=CCCC=O.[H][H]

```
14
Properties=species:S:1:pos:R:3:forces:R:3
C 0.56612 0.32617 -0.10365 0.077 0.023 -0.025
C 0.01665 -0.95343 -0.70882 0.031 -0.487 0.188
O -0.02184 -2.01290 -0.12449 -0.020 0.619 -0.296
C -0.51501 1.16216 0.64091 -0.024 0.089 0.000
C -1.87780 0.86882 0.05303 -0.036 -0.280 0.241
O -2.34753 1.49025 -0.86078 -0.111 0.043 -0.001
H 3.06166 -1.96112 0.18125 -0.068 -0.048 0.033
H 0.97479 0.93027 -0.91936 -0.043 -0.071 0.085
H 1.37016 0.06653 0.58872 -0.088 0.012 -0.123
H -0.35957 -0.87953 -1.75602 0.034 0.003 0.277
H 2.35762 -2.17451 0.30480 0.178 0.009 -0.009
H -0.31112 2.22991 0.51200 -0.005 -0.200 0.035
H -0.50264 0.92908 1.71171 -0.069 -0.082 -0.229
H -2.41149 -0.02171 0.48071 0.144 0.371 -0.175
```
Positions in Å, forces in eV/Å.

Partial charges, natural (NBO), in e: -0.502 0.430 -0.516 -0.497 0.429 -0.510 -0.017 0.226 0.242 0.123 0.013 0.236 0.226 0.118

***

A structure of composition C2H3O2Sr. Source: the Open Molecules 2025 dataset; level of theory: ωB97M-V/def2-TZVPD.

Summary:
energy above the lowest of the compared OMol25 structures with the same formula, charge and spin: 0.000 eV
HOMO: -11.802 eV
net charge: +1
total energy: -258.962421 Eh
LUMO: -0.182 Eh

```
8
Properties=species:S:1:pos:R:3:forces:R:3
C 0.15433 0.27025 -0.68653 -1.354 -0.651 -1.249
C -1.06664 0.17577 -0.12805 0.137 0.747 -0.055
O -1.23049 -0.18921 1.13868 -0.394 0.205 -0.391
O 1.20949 -0.14672 0.15207 1.134 -0.222 -0.153
H 0.30538 0.21141 -1.76802 0.249 0.524 0.543
H 2.05347 -0.24943 -0.29581 -0.096 0.189 -0.413
Sr 0.51482 -0.60947 2.26847 0.107 -0.397 1.702
H -1.94036 0.53739 -0.68081 0.216 -0.395 0.016
```
Positions in Å, forces in eV/Å.

Partial charges, Mulliken, in e: -0.243 0.184 -1.041 -0.652 0.280 0.308 1.821 0.343

***

A cluster of 2 separate species, C4H10O2 in total. Source: the Open Molecules 2025 dataset; level of theory: ωB97M-V/def2-TZVPD.

Summary:
energy above the lowest of the compared OMol25 structures with the same formula, charge and spin: 3.593 eV
HOMO: -10.158 eV
total energy: -308.766130 Eh
LUMO: 0.008 Eh
structure (SMILES): CC=O.CCO

```
16
Properties=species:S:1:pos:R:3:forces:R:3
C 1.43659 0.97825 0.39561 -1.519 -0.793 -0.610
O 2.60376 0.48129 0.98322 1.600 0.965 1.774
C 1.49056 2.50729 0.13559 -0.754 -1.594 -2.517
H 1.47207 0.45462 -0.49864 -0.891 -0.593 -2.467
H 0.56120 0.55628 0.91259 -0.044 0.810 0.290
H 2.82743 -0.41141 0.71392 -0.372 0.132 -0.218
H 2.27424 2.56660 -0.67034 -0.725 0.641 0.937
H 0.53786 3.10483 -0.15970 1.572 -1.553 0.620
H 1.84789 2.75747 1.05952 1.124 1.986 2.200
O -2.43928 -0.64180 1.08317 2.693 -1.521 -3.516
C -1.82166 -1.28242 0.18294 -1.345 -0.096 6.022
C -2.48876 -2.05933 -0.85724 1.280 -5.333 -1.817
H -0.70555 -1.70331 0.36677 -1.831 1.824 -0.331
H -3.22813 -3.01288 -0.78328 0.855 2.954 1.098
H -1.60448 -2.77205 -1.14165 -1.266 1.415 -0.467
H -2.76376 -1.52343 -1.72247 -0.376 0.756 -0.998
```
Positions in Å, forces in eV/Å.

Partial charges, natural (NBO), in e: -0.052 -0.740 -0.633 0.144 0.158 0.475 0.210 0.224 0.215 -0.497 0.403 -0.750 0.116 0.270 0.212 0.246